Record 1
The following is a DFT calculation (ωB97M-V/def2-TZVPD) of C31H46BrN3OP2Pd as an isolated structure.

Geometry as XYZ:
```
85
Properties=species:S:1:pos:R:3:forces:R:3
Pd -1.5464 0.3180 -1.2301 1.0 0.7 0.4
Br 2.4468 4.5796 -3.4118 0.6 0.1 -0.2
P -0.9502 -1.9973 -1.2174 0.0 1.0 0.3
P 3.8253 -0.4356 -0.6889 2.7 -0.7 0.4
O -2.0121 -1.9555 3.9952 0.3 0.8 0.1
N -1.7401 -0.4746 5.6881 -0.2 -0.5 0.0
N -6.0287 4.3392 -5.3734 0.0 0.3 0.1
N -0.9278 0.8075 1.0619 1.3 -0.5 1.6
C -5.8396 4.7213 -4.0991 0.7 -1.0 0.1
C 0.8755 2.2568 -4.1815 0.5 0.1 -0.1
C 5.7931 1.5498 -1.2225 -0.2 0.1 0.2
C -5.4142 3.2278 -5.8039 0.2 0.0 0.9
C -5.0584 3.9733 -3.2002 0.0 -0.1 -0.3
C -4.5931 2.4346 -4.9750 -0.3 0.6 -0.2
C -2.5787 1.0719 -3.0287 0.3 0.4 -0.6
C 4.4297 1.3196 -0.5626 -1.0 -0.2 0.2
C -0.5880 1.4443 3.8179 -0.3 -0.6 -0.5
C -0.6420 -3.1719 0.1886 0.1 0.3 0.0
C -0.1876 1.3577 -4.0540 -1.0 0.8 1.1
C -0.1530 1.8461 1.4644 -0.8 -0.2 0.4
C 0.3840 3.2295 -2.0298 0.1 0.6 -0.9
C -2.6545 -2.2473 -1.8422 -0.1 -0.8 -0.6
C -1.6577 -0.8481 4.3769 -0.2 -0.1 0.2
C 0.2860 -2.5499 -2.4379 0.1 -0.7 0.2
C -3.5501 2.0364 -2.6807 -0.3 -0.5 0.2
C 3.4435 -0.5793 -2.4852 -0.5 0.3 0.3
C -1.2659 -0.0644 2.0507 0.0 0.6 0.1
C -0.1315 -2.3058 -3.8736 0.3 0.1 -0.4
C -0.0408 2.2275 2.8174 0.1 0.0 -0.9
C 3.1200 -1.5648 1.7636 -0.1 -0.2 0.0
C -1.5447 -4.4016 0.1587 0.2 -0.3 0.4
C -3.6646 -1.8385 -0.7652 -0.4 0.2 -0.1
C -4.3763 2.7771 -3.6031 -1.8 -0.1 -0.9
C -1.1350 0.2130 3.4363 -0.1 -0.2 -1.1
C 4.4293 -1.5350 -3.1829 -0.4 0.0 -0.1
C 2.5408 -0.7376 0.6049 -0.5 0.6 -0.6
C -0.8680 2.5867 -1.9888 1.2 -0.6 -0.6
C 1.1863 3.2376 -3.2037 -2.1 -2.1 1.0
C -1.1583 1.5557 -2.9814 0.5 1.0 0.1
H 2.1825 0.2403 0.9531 -0.2 -0.3 0.0
H 3.9632 -2.1822 1.4343 -0.1 0.2 0.0
H 1.2029 -2.0021 -2.1688 -0.5 -0.3 -0.2
H 5.8110 1.2692 -2.2784 -0.1 0.0 0.1
H 1.4897 2.1810 -5.0844 -0.2 0.2 0.3
H -2.1419 -1.1245 6.3507 0.1 0.1 -0.3
H 3.6525 1.9712 -1.0103 0.4 0.0 0.2
H -0.3958 0.6532 -4.8822 0.1 0.5 0.7
H 0.6518 3.9077 -1.2210 -0.1 0.1 -0.2
H 6.0163 2.6137 -1.1512 0.2 0.1 -0.1
H -0.7431 -2.6027 1.1263 -0.1 -0.5 -0.3
H -0.5710 1.7587 4.8565 0.2 0.1 -0.2
H -1.6318 -1.0586 1.7429 -0.2 0.9 0.2
H 3.4637 -0.9320 2.5837 0.1 0.0 -0.1
H -5.6159 2.9835 -6.8636 0.3 -0.1 0.7
H -4.9581 4.3423 -2.1808 0.0 -0.2 -0.1
H 0.6490 -2.6585 -4.5549 0.0 0.1 0.0
H -1.4724 0.4223 6.0369 0.0 0.1 -0.1
H 2.3651 -2.2394 2.1757 0.0 0.1 0.0
H -4.1222 1.5737 -5.4318 0.1 -0.1 0.2
H -3.6166 2.3648 -1.6453 0.7 0.6 -0.2
H -1.0746 -5.2065 0.7348 -0.2 0.0 -0.1
H -2.8382 -3.2295 -2.2748 -0.2 -0.4 0.2
H 0.3956 2.3864 0.6807 -0.6 0.0 0.3
H -2.4954 -4.1726 0.6527 0.1 -0.2 -0.4
H 0.4261 -3.4565 0.1548 -0.4 0.1 -0.2
H 2.3980 -0.9061 -2.5805 0.5 0.3 -0.4
H -6.3180 5.6629 -3.7716 0.2 -0.7 -0.2
H 4.4846 1.5448 0.5168 0.0 0.0 -0.4
H 4.3946 -2.5454 -2.7546 0.0 0.3 0.0
H 5.4701 -1.1804 -3.1440 -0.4 0.0 0.1
H -1.0419 -2.8539 -4.1385 0.1 0.2 0.1
H -0.2659 -1.2329 -4.0537 -0.1 -0.3 0.0
H 0.5188 -3.6112 -2.2683 -0.1 0.1 -0.1
H -4.5734 -1.4512 -1.2422 0.1 -0.1 0.1
H -2.8171 0.2978 -3.7889 0.3 1.0 -0.1
H -3.2414 -0.9956 -0.1822 -0.3 -0.4 0.0
H 3.5302 0.4364 -2.9049 -0.2 -0.3 0.0
H 4.1366 -1.6162 -4.2326 0.1 0.0 -0.1
H -3.9668 -2.6521 -0.0915 0.3 0.2 -0.2
H -2.7422 -1.5609 -2.6971 0.1 -0.2 0.3
H -1.5590 3.0216 -1.2419 0.1 -0.7 -0.7
H 0.4458 3.1652 3.0348 0.2 0.0 0.1
H 6.5947 1.0062 -0.7143 -0.2 -0.1 0.0
H 1.6961 -1.2534 0.1217 0.1 0.2 0.2
H -1.7041 -4.7714 -0.8642 -0.1 0.1 0.3
```
Positions in Å, forces in eV/Å.

Calculated values
Lowest unoccupied orbital energy (spin up / spin down), eV: -0.626 / -0.627
Calculated total energy, eV: -131507.5299
Energy relative to the best compared isomer or geometry (same formula, charge and spin), eV: 1.914

Mulliken population analysis, charges in e, atoms 1 to 6: atom 1 (Pd): -0.308, atom 2 (Br): -0.151, atom 3 (P): 0.628, atom 4 (P): -0.287, atom 5 (O): -0.629, atom 6 (N): -0.330

Record 2
The following is a DFT calculation (ωB97M-V/def2-TZVPD) of C31H46FeP2 as an isolated structure.

Geometry as XYZ:
```
80
Properties=species:S:1:pos:R:3:forces:R:3
Fe 0.0178 -1.5379 -2.2120 -0.1 -1.1 2.3
P 1.8299 0.4356 -0.1770 0.2 -1.2 -2.6
P -1.7937 0.4601 -0.6322 0.9 1.6 -0.9
C -2.0713 3.7506 4.5838 0.0 0.7 1.3
C 1.1135 0.8499 -1.8871 -8.5 -1.1 3.9
C -1.5220 -1.0384 3.6666 -0.3 0.1 -0.2
C 0.3457 3.2244 3.2585 -0.1 0.2 1.2
C -0.6875 -2.5451 1.7307 1.5 1.0 -2.5
C 1.3422 -0.9075 -3.6041 -0.2 1.0 2.2
C 0.4563 -2.4348 0.7675 -0.4 -0.9 2.7
C 2.2761 2.1671 0.0777 0.5 -0.6 -0.2
C -2.0662 2.8894 3.5133 0.5 -0.6 0.2
C 0.8437 -1.1451 2.7025 -2.1 -0.3 0.8
C -2.2953 -1.2826 -0.8181 -0.1 -2.5 1.0
C 3.3415 -0.4709 -0.9755 -0.1 1.0 0.5
C 0.8136 -3.7084 0.0387 0.3 -0.7 0.0
C 0.6409 -1.3620 -4.7625 -0.6 -1.6 -2.3
C -0.8324 2.5508 2.9290 0.3 1.7 0.6
C -0.8756 4.3244 5.0534 0.8 0.4 -0.5
C -0.8855 -1.6217 -4.4372 1.3 -0.2 -1.7
C -0.4568 1.4937 -4.4636 0.8 0.6 -0.7
C 1.0445 1.6385 -4.1754 0.8 0.0 0.0
C 1.5055 0.5139 -3.2049 5.0 2.9 -3.3
C -1.1295 1.0383 0.8422 0.4 0.7 3.9
C 1.4982 -1.7826 1.6416 -1.7 -1.1 -1.2
C 2.9411 -2.0745 1.6777 0.5 -0.1 -0.3
C -1.3888 -0.6412 -3.4491 -2.0 1.9 -1.5
C -0.7939 1.6828 1.8609 -1.9 -2.8 -5.1
C 0.3408 4.0937 4.3428 -1.0 0.0 0.7
C -3.3378 1.4847 -0.7656 -0.7 -0.4 1.0
C -1.8905 -3.3840 1.6541 -0.5 -0.9 -0.7
C -0.5086 -1.6011 2.7320 2.4 1.8 1.2
C -1.1816 0.7248 -3.4409 -2.0 -0.7 -1.3
C 1.4340 -0.1864 3.6837 -0.2 -0.1 -0.1
H 2.5262 -0.1559 3.5915 -0.2 0.1 0.2
H 1.0187 0.8097 3.4732 0.3 -0.2 0.3
H 3.5218 -1.1467 1.7707 0.0 -0.3 -0.1
H 2.2318 2.5863 -0.9208 0.4 0.8 0.3
H -2.8207 -1.4585 0.0897 -0.9 -0.5 0.7
H -0.6302 0.9865 -5.4248 0.2 0.2 0.2
H 1.6481 1.7226 -5.0976 -0.4 -0.5 0.2
H 3.2552 -2.6538 0.8013 0.1 0.3 0.3
H 3.1223 -1.5140 -1.2716 -0.1 0.6 0.4
H 1.2734 3.0139 2.7312 -0.2 0.0 0.1
H -3.0085 3.9492 5.1340 0.6 0.0 -0.5
H 3.2670 2.1173 0.5051 0.2 0.9 0.4
H -0.8750 2.5030 -4.5544 -0.2 -0.3 0.1
H -0.8723 5.0254 5.9251 -0.1 -0.8 -0.9
H 0.2008 0.0867 -2.1466 0.8 2.3 2.9
H 1.2802 4.5371 4.6688 -0.3 0.1 0.0
H -1.9012 -3.9693 0.7234 -0.1 0.0 0.3
H -2.9837 2.4122 3.1760 0.2 0.0 0.0
H -2.9593 -1.4289 -1.6656 -0.3 0.4 0.4
H -4.2367 0.8364 -0.6484 0.4 0.6 -0.1
H -1.6676 -2.2916 -0.7999 -0.2 2.4 -0.2
H -1.0215 -2.6578 -4.0582 0.0 0.3 -0.2
H -3.3850 2.0199 -1.7234 0.0 -0.3 0.2
H -1.5163 0.0657 3.5523 -0.1 -0.7 0.3
H 1.1174 -2.3023 -5.1170 -0.5 0.5 -0.1
H 1.0144 -4.4736 0.8183 0.0 -0.1 -0.7
H 0.2707 1.7314 -1.7653 2.5 -1.6 -0.2
H 1.4701 2.5233 0.7203 0.4 0.4 0.0
H -3.3282 2.2504 0.0550 0.0 -0.8 -0.7
H -1.8536 1.3168 -2.8191 0.3 -0.3 -0.3
H 4.1313 -0.4641 -0.2232 0.1 -0.2 -0.2
H -1.3005 -1.2800 4.7177 -0.2 0.0 -0.3
H 3.1801 -2.6624 2.5810 -0.2 0.1 -0.3
H -2.5200 -1.4083 3.3811 0.2 0.2 0.4
H -2.4267 -0.8392 -3.2121 0.2 -0.3 0.7
H -1.4495 -1.5396 -5.3727 -0.2 -0.3 0.0
H 2.5064 0.8228 -2.9103 1.7 -0.6 -2.3
H 0.0173 -4.1142 -0.6304 0.3 0.3 0.4
H 1.7246 -3.6293 -0.5785 -0.2 0.1 0.2
H -2.8168 -2.8029 1.6872 0.1 0.0 0.0
H 3.7049 0.0806 -1.8561 0.0 -0.3 0.4
H 0.7226 -0.6524 -5.5870 -0.1 -0.1 -0.1
H 1.1422 -0.4532 4.7149 0.3 0.2 -0.4
H -1.9750 -4.1023 2.4839 0.2 0.2 -0.1
H 1.8769 -1.6058 -2.9926 1.3 -0.7 0.0
H 1.2558 2.6105 -3.6779 -0.3 -0.7 -0.1
```
Positions in Å, forces in eV/Å.

Calculated values
Lowest unoccupied orbital energy (spin up / spin down), eV: -2.711 / -3.494
Calculated total energy, eV: -85838.0633
⟨S²⟩: 8.819
Energy relative to the best compared isomer or geometry (same formula, charge and spin), eV: 2.736
Spin multiplicity: 6
Net charge: +1

Mulliken population analysis, charges in e, atoms 1 to 6: atom 1 (Fe): 0.181, atom 2 (P): 1.336, atom 3 (P): 2.200, atom 4 (C): -0.612, atom 5 (C): 0.967, atom 6 (C): -1.632

Calculated largest force on an atom (hartree/bohr), listed in the same order as above: 0.0614 0.1835